one.
Entry from the Open Molecules 2025 dataset: a single C3H5NO4 molecule (ωB97M-V/def2-TZVPD).

Geometry (Å):
O (-1.31119, -1.77306, 0.72444)
C (-0.87986, -1.16093, -0.24712)
O (-1.19282, -1.57350, -1.48397)
C (0.07343, 0.02023, -0.12142)
C (0.21460, 0.55228, 1.32868)
O (0.05395, 1.90257, 1.53526)
N (0.97126, 0.15500, -1.01073)
O (1.66380, 1.39753, -0.72949)
H (-0.53423, -1.07974, -2.05568)
H (-0.55005, -0.00152, 1.87357)
H (1.16277, 0.08047, 1.60898)
H (0.74317, 2.28097, 1.03871)
H (2.22056, 1.53704, -1.52131)

## Properties
LUMO in eV: -0.395
SMILES string: O=C(O)/C(CO)=N/O
HOMO energy in eV: -10.5
M in g/mol: 119.1
HOMO-LUMO gap in hartree: 0.3719
Net charge: 0

---

two.
Entry from the Open Molecules 2025 dataset: 2 unconnected molecules or ions with the total composition C3H5NO4 (ωB97M-V/def2-TZVPD).

Geometry (Å):
N (0.62130, -2.70179, -0.05257)
O (-0.31299, -3.49662, -0.12718)
C (-0.35700, 1.55956, -1.08881)
C (-0.59510, 1.13997, 0.35705)
O (-1.48116, 1.57282, 1.06133)
C (0.37531, 0.02626, 0.81087)
O (-0.38363, -0.88788, 0.17841)
O (1.28391, -2.38639, 0.96006)
H (0.55523, 1.11261, -1.50693)
H (-1.19449, 1.26188, -1.73695)
H (-0.25884, 2.65232, -1.12491)
H (1.37008, 0.19728, 0.35930)
H (0.37739, -0.05002, 1.91033)

## Properties
LUMO (spin up / spin down) in eV: -2.480 / -2.269
HOMO energy (spin up / spin down) in eV: -10.4 / -10.3
M in g/mol: 119.1
HOMO-LUMO gap (spin up / spin down) in hartree: 0.2927 / 0.2943
Net charge: 0

---

three.
Entry from the Open Molecules 2025 dataset: a single C3H5NO4 molecule (ωB97M-V/def2-TZVPD).

Geometry (Å):
C (1.03805, 1.39093, 0.69978)
N (-0.03234, 0.74658, 1.44054)
C (-0.47155, -0.38454, 1.04009)
O (-1.36436, -1.06624, 1.77801)
O (-0.08793, -1.11711, -0.01921)
C (-0.40560, -0.57506, -1.20864)
O (-1.07626, 0.40791, -1.46214)
O (0.11248, -1.33405, -2.19188)
H (0.62944, 2.08267, -0.04266)
H (1.71014, 0.68212, 0.20510)
H (1.64967, 1.97522, 1.39455)
H (-1.52830, -1.93106, 1.37586)
H (-0.17343, -0.87736, -3.00939)

## Properties
LUMO in eV: 0.382
SMILES string: C/N=C(/O)OC(=O)O
HOMO energy in eV: -10.0
M in g/mol: 119.1
HOMO-LUMO gap in hartree: 0.3823
Net charge: 0

---

The structure with the greatest stability is three.

---

one.
Entry from the Open Molecules 2025 dataset: 2 unconnected molecules or ions with the total composition C3H5NO4 (ωB97M-V/def2-TZVPD).

Geometry (Å):
C (-1.70061, -0.25839, 0.22843)
C (1.38838, 0.54612, 0.35367)
C (0.39577, -0.45347, -0.00365)
N (-1.94519, 0.97519, -0.13527)
O (-2.30440, -1.21180, 0.59386)
O (0.78377, 0.54156, -0.93429)
O (2.70686, 0.22780, 0.43473)
O (0.76174, -1.75782, -0.21620)
H (1.13662, 1.40301, 0.96752)
H (-1.18203, 1.51782, -0.52061)
H (-2.88812, 1.33775, -0.19383)
H (2.84509, -0.60837, -0.03325)
H (0.00213, -2.25939, -0.54110)

## Properties
LUMO in eV: 0.640
HOMO energy in eV: -8.9
M in g/mol: 119.1
HOMO-LUMO gap in hartree: 0.3499
Net charge: 0

---

two.
Entry from the Open Molecules 2025 dataset: a single C3H5NO4 molecule (ωB97M-V/def2-TZVPD).

Geometry (Å):
N (-0.07019, -0.59329, -1.25910)
C (-0.11471, 0.38216, -0.25836)
C (1.20110, 0.78210, 0.40139)
O (1.40563, 1.70092, 1.18097)
O (2.07482, -0.17641, 0.06423)
C (-0.96048, 0.20250, 0.91804)
O (-1.48968, 1.11649, 1.51651)
O (-1.21707, -1.19355, 1.38847)
H (0.10993, -0.00150, -2.27947)
H (-1.09834, -0.93927, -1.44153)
H (-0.60132, 1.39125, -0.58203)
H (1.58700, -0.83088, -0.51690)
H (-0.82669, -1.84052, 0.86778)

## Properties
LUMO in eV: -0.147
SMILES string: NC(C(=O)O)C(=O)O
HOMO energy in eV: -10.6
M in g/mol: 119.1
HOMO-LUMO gap in hartree: 0.3851
Net charge: 0

---

The structure with the greatest stability is two.

---

one.
Entry from the Open Molecules 2025 dataset: a single C3H5NO4 molecule (ωB97M-V/def2-TZVPD).

Geometry (Å):
O (1.87542, -0.14180, 1.23152)
C (1.40742, 0.06513, 0.14449)
O (1.74894, 1.11510, -0.63050)
C (0.36253, -0.82678, -0.51647)
N (-0.92672, -0.84358, 0.17428)
C (-1.43096, 0.40698, 0.62225)
O (-1.35306, 0.83328, 1.73794)
O (-2.04153, 1.10723, -0.35709)
H (2.39803, 1.64057, -0.13082)
H (0.23657, -0.55225, -1.56619)
H (0.77720, -1.83755, -0.48858)
H (-0.95211, -1.51821, 0.92646)
H (-2.10173, 0.55188, -1.14727)

## Properties
LUMO in eV: 0.444
SMILES string: O=C(O)CNC(=O)O
HOMO energy in eV: -10.1
M in g/mol: 119.1
HOMO-LUMO gap in hartree: 0.3882
Net charge: 0

---

two.
Entry from the Open Molecules 2025 dataset: 2 unconnected molecules or ions with the total composition C3H5NO4 (ωB97M-V/def2-TZVPD).

Geometry (Å):
C (1.50410, -0.57433, -1.00080)
O (0.62003, -0.75029, 0.17866)
C (-0.25027, 0.34339, 0.17610)
N (0.31327, 1.46100, 0.30638)
O (-0.37855, 2.58859, -0.05299)
H (1.10166, -0.08504, -1.97548)
H (1.75514, -1.68772, -0.97878)
H (2.44934, 0.05795, -0.72322)
H (-1.25888, 0.11522, -0.14957)
H (-1.17642, 2.36594, -0.55660)
O (-1.72619, -1.97620, 0.76705)
C (-1.66997, -1.45367, 1.76661)
O (-1.28326, -0.40484, 2.24264)

## Properties
LUMO in eV: -0.837
SMILES string: CO/C=N/O.O=C=O
HOMO energy in eV: -9.6
M in g/mol: 119.1
HOMO-LUMO gap in hartree: 0.3206
Net charge: 0

---

The structure with the greatest stability is one.

---

one.
Entry from the Open Molecules 2025 dataset: 2 unconnected molecules or ions with the total composition C6H9F (ωB97M-V/def2-TZVPD).

Geometry (Å):
C (-1.17826, 0.29143, 2.10503)
C (2.28881, -0.27110, -0.59465)
C (-1.29814, 0.58943, 0.78541)
C (1.44139, -0.01036, 0.33466)
C (-0.71115, -0.05724, -1.70826)
C (-0.61353, -0.27654, -0.18050)
F (-0.58441, -1.62989, 0.04060)
H (-1.67245, 0.80220, 2.99105)
H (-0.38915, -0.41395, 2.49963)
H (3.36432, -0.24294, -0.44982)
H (2.04914, -0.36673, -1.68641)
H (-2.06001, 1.35690, 0.57483)
H (1.56317, 0.22401, 1.42292)
H (-1.43606, 0.74388, -1.95287)
H (-1.01515, -0.95906, -2.11925)
H (0.25146, 0.21995, -2.06236)

## Properties
LUMO in eV: 0.769
HOMO energy in eV: -8.6
M in g/mol: 100.1
HOMO-LUMO gap in hartree: 0.3427
Net charge: 0

---

two.
Entry from the Open Molecules 2025 dataset: a single C6H9F molecule (ωB97M-V/def2-TZVPD).

Geometry (Å):
F (-2.39519, 0.17361, -0.44866)
C (-1.46736, -0.22878, 0.42886)
C (-0.19717, 0.61308, 0.62649)
C (0.98229, 1.29095, -0.12598)
C (1.96830, 0.09516, -0.16895)
C (1.17444, -1.23916, 0.00381)
C (-0.22235, -0.71935, -0.22224)
H (-1.88171, -0.74238, 1.35101)
H (0.20184, 0.33322, 1.61533)
H (1.40020, 2.13801, 0.39948)
H (0.73007, 1.70525, -1.11033)
H (2.54906, 0.08468, -1.09284)
H (2.71833, 0.18409, 0.70397)
H (1.48562, -2.00924, -0.75178)
H (1.30246, -1.63346, 0.94727)
H (-0.37806, -0.49398, -1.27614)

## Properties
LUMO in eV: 1.150
SMILES string: FC1[C@@H]2CCC[C@@H]12
HOMO energy in eV: -8.7
M in g/mol: 100.1
HOMO-LUMO gap in hartree: 0.3606
Net charge: 0

---

three.
Entry from the Open Molecules 2025 dataset: a molecular structure, C6H9F (ωB97M-V/def2-TZVPD).

Geometry (Å):
C (0.54710, -2.29756, 0.67865)
C (0.07981, -2.23091, 1.90108)
C (0.83211, -0.77987, 0.92487)
C (1.03047, 1.42144, -0.39270)
C (-1.11803, 0.13538, -0.43585)
C (0.09437, 0.51819, 0.46616)
F (2.00083, -0.41930, 1.54660)
H (0.70704, -3.04965, -0.01841)
H (-0.33288, -2.19417, 2.78131)
H (0.76416, 2.45705, -0.44731)
H (1.16862, 1.09180, -1.32730)
H (1.95750, 1.42450, 0.19751)
H (-1.92388, -0.23718, 0.13758)
H (-0.82433, -0.67808, -1.14628)
H (-1.38027, 1.07813, -0.89486)
H (-0.06146, 1.05652, 1.34226)

## Properties
LUMO in eV: 1.136
HOMO energy in eV: -8.3
M in g/mol: 100.1
HOMO-LUMO gap in hartree: 0.3452
Net charge: 0

---

The structure with the greatest stability is two.

---

one.
Entry from the Open Molecules 2025 dataset: a single H5N3S2 molecule (ωB97M-V/def2-TZVPD).

Geometry (Å):
N (-0.74776, 1.64244, -1.73356)
N (-0.46678, 0.64262, -0.83410)
S (0.64301, 1.13875, 0.43135)
S (1.97798, -0.23373, 0.98011)
N (1.33869, -1.16445, 2.33168)
H (0.23967, 1.76941, -2.02386)
H (-1.20531, 2.51475, -1.55677)
H (-1.30875, 0.38460, -0.36167)
H (1.15504, -2.11362, 2.24420)
H (2.00646, -1.11357, 2.98779)

## Properties
LUMO in eV: 0.706
SMILES string: NNSSN
HOMO energy in eV: -8.3
M in g/mol: 111.2
HOMO-LUMO gap in hartree: 0.3313
Net charge: 0

---

two.
Entry from the Open Molecules 2025 dataset: a single H5N3S2 molecule (ωB97M-V/def2-TZVPD).

Geometry (Å):
N (-1.37720, -0.65744, 2.00050)
N (-1.60555, -0.01972, 0.75044)
S (-0.59637, -0.30286, -0.52254)
S (1.57848, 0.97161, -0.45262)
N (2.04009, 0.66617, -1.99383)
H (-0.47185, -0.52672, 2.35266)
H (-1.21659, -1.69962, 1.90478)
H (-2.06200, 0.91249, 0.86471)
H (2.28540, -0.39530, -2.21175)
H (1.42559, 1.05138, -2.69234)

## Properties
LUMO in eV: -0.230
SMILES string: NNSSN
HOMO energy in eV: -8.4
M in g/mol: 111.2
HOMO-LUMO gap in hartree: 0.3000
Net charge: 0

---

The structure with the greatest stability is one.